{
  "formula": "C5H6N2OS",
  "method": "wB97M-V/def2-TZVPD",
  "symbols": ["S", "O", "N", "N", "C", "C", "C", "C", "C", "H", "H", "H", "H", "H", "H"],
  "xyz": [[-1.05042, 0.60573, -1.58915], [-1.75343, -1.24526, 1.38981], [0.95861, 0.23445, 2.47333], [0.72970, -1.30841, -1.24844], [0.35392, -0.39845, 1.65362], [0.30373, 1.84442, -1.17144], [-0.56347, -0.91176, 0.78540], [-0.46346, -0.93384, -0.68715], [1.71767, -1.39174, -1.83507], [0.45458, 2.39214, -2.05667], [1.76350, -0.14196, 3.16005], [-1.26870, -1.70950, -1.00194], [0.06911, 2.41226, -0.37613], [1.24924, 1.20448, -1.00043], [-2.50058, -0.65259, 1.50422]],
  "forces_ev_per_angstrom": [[0.49, 0.46, 0.71], [-0.32, -1.91, 0.10], [3.06, -0.01, 2.52], [0.32, -0.08, 0.50], [-1.73, -1.25, -1.92], [1.36, -4.85, -1.81], [1.39, 2.08, 2.26], [-3.26, -0.73, -0.88], [1.51, -0.34, -0.70], [0.15, 0.80, -1.00], [-2.53, 0.60, -2.20], [1.17, 1.26, 0.36], [-0.81, 1.86, 2.74], [-1.37, 1.20, -0.15], [0.58, 0.91, -0.53]],
  "mulliken_charge": [-0.07, -0.56, -0.47, 0.06, 0.38, -0.80, 0.01, -0.13, -0.17, 0.35, 0.32, 0.26, 0.29, 0.21, 0.32],
  "largest_force_ha_per_bohr": 0.1041,
  "orbital_gap_ev": 9.06,
  "multiplicity": 1,
  "de_lowest_kcal_mol": 96.57
}